one | Formula: C4H12IN2
Source: the Open Molecules 2025 dataset
Level of theory: ωB97M-V/def2-TZVPD

multiplicity	1
Kohn-Sham gap	8.36	eV
total charge	+1
E_LUMO	-4.1	eV
HOMO energy	-12.42	eV

Last columns: bonded neighbours and bond lengths (Å).
Geometry (Å):
1 C 1.15 -1.04 -0.76  C4 1.494, H8 1.039, H9 1.107, H10 1.163
2 C 1.06 0.00 1.68  C4 1.540, H11 1.116, H12 1.143, H13 1.102
3 C -1.37 -0.04 0.05  N6 1.497, H14 1.138, H15 1.150
4 C 0.82 0.08 0.17  C1 1.494, C2 1.540, N5 1.382
5 N 0.90 1.32 -0.43  C4 1.382, I7 2.089, H16 1.004
6 N -1.82 1.14 -0.75  C3 1.497, H17 1.029, H18 1.145, H19 1.017
7 I 1.57 2.94 0.71  N5 2.089
8 H 0.86 -1.96 -0.38  C1 1.039
9 H 0.82 -1.00 -1.82  C1 1.107
10 H 2.29 -1.25 -0.75  C1 1.163
11 H 0.17 0.42 2.21  C2 1.116
12 H 0.91 -1.06 2.07  C2 1.143
13 H 2.10 0.34 1.86  C2 1.102
14 H -1.62 -0.11 1.16  C3 1.138
15 H -1.59 -1.05 -0.45  C3 1.150
16 H 1.42 1.51 -1.27  N5 1.004
17 H -1.82 1.09 -1.77  N6 1.029
18 H -0.91 1.84 -0.66  N6 1.145
19 H -2.60 1.65 -0.35  N6 1.017

Atomic partial charges in e from the Löwdin method, atoms 1 to 2:
1. C -0.067
2. C -0.125

two | Formula: C4H12IN2
Source: the Open Molecules 2025 dataset
Level of theory: ωB97M-V/def2-TZVPD

multiplicity	1
Kohn-Sham gap	8.64	eV
total charge	+1
E_LUMO	-4.0	eV
HOMO energy	-12.61	eV

Last columns: bonded neighbours and bond lengths (Å).
Geometry (Å):
1 C 2.30 -1.79 -1.83  N5 1.538, H8 1.082, H9 1.092, H10 1.163
2 C 2.94 0.64 -1.18  N5 1.498, H11 1.076, H12 1.132, H13 1.115
3 C -0.88 1.44 0.27  N6 1.336, H14 1.161, H15 1.059
4 C 0.79 -0.28 -0.63  N5 1.257, H16 1.157
5 N 1.90 -0.45 -1.20  C1 1.538, C2 1.498, C4 1.257
6 N -1.72 0.55 0.80  C3 1.336, H17 0.998, H19 1.034
7 I -4.23 -0.49 3.16  H18 1.499
8 H 2.03 -2.04 -2.85  C1 1.082
9 H 3.38 -1.62 -1.80  C1 1.092
10 H 1.98 -2.60 -1.07  C1 1.163
11 H 3.83 0.52 -0.58  C2 1.076
12 H 3.34 0.74 -2.23  C2 1.132
13 H 2.57 1.68 -1.04  C2 1.115
14 H -1.23 1.87 -0.76  C3 1.161
15 H -0.15 1.94 0.85  C3 1.059
16 H 0.10 -1.19 -0.81  C4 1.157
17 H -2.43 0.02 0.35  N6 0.998
18 H -5.47 -0.57 4.00  I7 1.499
19 H -1.77 0.33 1.81  N6 1.034

Atomic partial charges in e from the Löwdin method, atoms 1 to 2:
1. C 0.002
2. C -0.045

The most stable of them is one.

one | Formula: C4H5I
Source: the Open Molecules 2025 dataset
Level of theory: ωB97M-V/def2-TZVPD

multiplicity	1
Kohn-Sham gap (alpha / beta)	7.89 / 7.75	eV
E_LUMO (alpha / beta)	-0.1 / 0.0	eV
HOMO energy (alpha / beta)	-7.96 / -7.79	eV

Last columns: bonded neighbours and bond lengths (Å).
Geometry (Å):
1 C 1.26 -0.23 -0.27  C2 1.606, C3 1.400, H6 1.119, H7 1.192
2 C -0.27 0.20 -0.51  C1 1.606, C3 1.408, C4 1.477, H8 1.123
3 C 0.70 1.00 0.13  C1 1.400, C2 1.408, H9 1.129
4 C -1.30 -0.30 0.43  C2 1.477, I5 2.038, H10 1.105
5 I -3.28 -0.04 0.03  C4 2.038
6 H 1.72 -0.96 0.44  C1 1.119
7 H 1.67 -0.47 -1.36  C1 1.192
8 H -0.49 0.15 -1.61  C2 1.123
9 H 0.90 1.07 1.24  C3 1.129
10 H -0.92 -0.42 1.46  C4 1.105

Atomic partial charges in e from the Löwdin method, atoms 1 to 2:
1. C -0.139
2. C -0.456

two | Formula: C4H5I
Source: the Open Molecules 2025 dataset
Level of theory: ωB97M-V/def2-TZVPD

SMILES	C=C1C[C@H]1I
multiplicity	1
Kohn-Sham gap	9.60	eV
E_LUMO	0.5	eV
HOMO energy	-9.08	eV

Last columns: bonded neighbours and bond lengths (Å).
Geometry (Å):
1 C -0.13 -0.31 0.15  C2 1.345, C3 1.485, C4 1.572
2 C -1.45 -0.44 0.38  C1 1.345, H6 1.157, H7 1.105
3 C 1.01 0.64 0.15  C1 1.485, C4 1.620, H8 1.137, H9 1.071
4 C 1.20 -0.83 -0.50  C1 1.572, C3 1.620, I5 2.079, H10 1.118
5 I 2.18 -2.38 0.47  C4 2.079
6 H -2.02 -1.38 0.02  C2 1.157
7 H -1.88 0.46 0.85  C2 1.105
8 H 0.88 1.51 -0.58  C3 1.137
9 H 1.42 0.70 1.14  C3 1.071
10 H 1.07 -1.01 -1.60  C4 1.118

Atomic partial charges in e from the Löwdin method, atoms 1 to 2:
1. C -0.398
2. C 0.028

The most stable of them is two.

one | Formula: CHNO2S
Source: the Open Molecules 2025 dataset
Level of theory: ωB97M-V/def2-TZVPD

multiplicity	3
Kohn-Sham gap (alpha / beta)	9.12 / 10.17	eV
E_LUMO (alpha / beta)	0.6 / -1.7	eV
HOMO energy (alpha / beta)	-8.50 / -11.82	eV

Last columns: bonded neighbours and bond lengths (Å).
Geometry (Å):
1 C -3.10 1.14 -0.44  O3 1.162, O4 1.130
2 N 0.23 0.20 -0.40  S5 1.544, H6 1.103
3 O -2.33 2.01 -0.52  C1 1.162
4 O -3.93 0.37 -0.40  C1 1.130
5 S -0.47 0.06 -1.77  N2 1.544
6 H 1.24 -0.24 -0.45  N2 1.103

Atomic partial charges in e from the Löwdin method, atoms 1 to 2:
1. C -0.507
2. N -0.531

two | Formula: CHNO2S
Source: the Open Molecules 2025 dataset
Level of theory: ωB97M-V/def2-TZVPD

multiplicity	3
Kohn-Sham gap (alpha / beta)	7.03 / 8.46	eV
E_LUMO (alpha / beta)	-1.5 / -3.0	eV
HOMO energy (alpha / beta)	-8.56 / -11.49	eV

Last columns: bonded neighbours and bond lengths (Å).
Geometry (Å):
1 C 1.38 0.52 0.30  N2 1.400, S5 1.559
2 N 0.95 1.13 1.48  C1 1.400, O3 1.205, O4 1.215
3 O 0.22 2.09 1.42  N2 1.205
4 O 1.38 0.59 2.48  N2 1.215
5 S 2.68 0.39 -0.55  C1 1.559
6 H -0.39 -0.28 -0.38  no bonds

Atomic partial charges in e from the Löwdin method, atoms 1 to 2:
1. C -0.604
2. N -0.543

The most stable of them is one.

one | Formula: C5H13NO2
Source: the Open Molecules 2025 dataset
Level of theory: ωB97M-V/def2-TZVPD

SMILES	N/C=C/CCCO.O
multiplicity	1
Kohn-Sham gap	8.51	eV
E_LUMO	0.7	eV
HOMO energy	-7.76	eV

Last columns: bonded neighbours and bond lengths (Å).
Geometry (Å):
1 C 2.23 -1.31 0.34  O2 1.457, C3 1.530, H8 1.094, H9 1.088
2 O 3.56 -0.78 0.58  C1 1.457, H10 0.957
3 C 1.52 -0.68 -0.87  C1 1.530, C4 1.576, H11 1.104, H12 1.110
4 C 0.78 0.70 -0.73  C3 1.576, C5 1.489, H13 1.095, H14 1.093
5 C -0.10 0.80 0.47  C4 1.489, C6 1.340, H15 1.091
6 C -1.35 0.34 0.53  C5 1.340, N7 1.384, H16 1.084
7 N -2.12 0.42 1.69  C6 1.384, H17 0.997, H18 1.009
8 H 1.69 -1.00 1.24  C1 1.094
9 H 2.41 -2.35 0.12  C1 1.088
10 H 3.82 -0.21 -0.14  O2 0.957
11 H 2.24 -0.68 -1.71  C3 1.104
12 H 0.79 -1.48 -1.10  C3 1.110
13 H 0.16 0.49 -1.61  C4 1.095
14 H 1.56 1.47 -0.78  C4 1.093
15 H 0.40 1.12 1.39  C5 1.091
16 H -1.78 -0.16 -0.33  C6 1.084
17 H -1.71 0.81 2.51  N7 0.997
18 H -3.03 0.01 1.62  N7 1.009
19 H -4.53 1.01 -2.07  O21 0.943
20 H -3.07 1.09 -1.69  O21 0.977
21 O -3.87 0.55 -1.58  H19 0.943, H20 0.977

Atomic partial charges in e from the Löwdin method, atoms 1 to 2:
1. C -0.241
2. O -0.102

two | Formula: C5H13NO2
Source: the Open Molecules 2025 dataset
Level of theory: ωB97M-V/def2-TZVPD

SMILES	CC[C@@H](C)NC=O.O
multiplicity	1
Kohn-Sham gap	10.34	eV
E_LUMO	0.9	eV
HOMO energy	-9.44	eV

Last columns: bonded neighbours and bond lengths (Å).
Geometry (Å):
1 C 1.52 0.43 0.66  N2 1.389, O7 1.205, H8 1.101
2 N 0.17 0.23 0.90  C1 1.389, C5 1.456, H9 1.003
3 C -0.55 -1.33 -1.43  C4 1.524, H10 1.085, H11 1.099, H12 1.106
4 C -1.53 -0.43 -0.68  C3 1.524, C5 1.532, H13 1.102, H14 1.099
5 C -0.88 0.76 0.04  N2 1.456, C4 1.532, C6 1.591, H15 1.092
6 C -1.94 1.34 1.08  C5 1.591, H16 1.089, H17 1.091, H18 1.085
7 O 1.95 1.15 -0.21  C1 1.205
8 H 2.04 0.13 1.58  C1 1.101
9 H -0.06 -0.41 1.64  N2 1.003
10 H -0.99 -1.79 -2.30  C3 1.085
11 H 0.42 -0.93 -1.75  C3 1.099
12 H -0.28 -2.16 -0.75  C3 1.106
13 H -2.48 -0.16 -1.18  C4 1.102
14 H -2.10 -1.09 -0.02  C4 1.099
15 H -0.65 1.50 -0.73  C5 1.092
16 H -2.92 1.05 0.71  C6 1.089
17 H -1.96 2.42 0.97  C6 1.091
18 H -1.66 1.15 2.11  C6 1.085
19 H 4.53 -0.88 0.39  O21 0.952
20 H 3.61 -0.18 -0.89  O21 0.959
21 O 3.76 -0.79 -0.16  H19 0.952, H20 0.959

Atomic partial charges in e from the Löwdin method, atoms 1 to 2:
1. C -0.362
2. N 0.035

The most stable of them is two.